Record 1
This record from the Open Molecules 2025 dataset describes 3 unconnected molecules or ions with the total composition C4H13NO2. The level of theory is ωB97M-V/def2-TZVPD.

Each line ends with the natural charge from an NBO analysis.
Element x y z (Å)
C  1.933  0.447  -0.279  -0.305
N  1.014  1.523  -0.575  -0.107
C  -0.226  1.029  -1.142  -0.304
C  -0.314  -0.443  -0.729  -0.422
C  1.134  -0.862  -0.419  -0.424
H  2.425  0.637  0.674  0.255
H  2.772  0.490  -0.987  0.290
H  0.950  2.243  0.141  0.425
H  -0.286  1.279  -2.205  0.286
H  -1.018  1.670  -0.754  0.270
H  -1.011  -0.573  0.096  0.256
H  -0.706  -0.969  -1.589  0.262
H  1.563  -1.445  -1.232  0.248
H  1.186  -1.494  0.454  0.255
H  -0.552  1.728  2.751  0.493
H  -0.150  1.055  1.421  0.434
O  -0.903  1.375  1.925  -0.919
H  -2.175  -2.897  1.387  0.473
H  -3.117  -2.021  0.578  0.470
O  -2.520  -2.773  0.485  -0.938

HOMO (alpha / beta) (eV): -14.45 / -14.45
2S+1: 2
ΔE to the lowest compared entry with this formula, charge and spin (kJ/mol): 98.9
Net charge: +1
HOMO-LUMO gap (alpha / beta) (eV): 11.058 / 6.442
Lowest unoccupied orbital energy (alpha / beta) (eV): -3.392 / -8.006

Record 2
This record from the Open Molecules 2025 dataset describes 6 unconnected molecules or ions with the total composition C6H24O6. The level of theory is ωB97M-V/def2-TZVPD.

Each line ends with the natural charge from an NBO analysis.
Element x y z (Å)
C  5.671  3.037  0.795  -0.264
O  6.585  3.190  -0.322  -0.724
H  5.963  2.390  1.622  0.171
H  5.262  3.948  1.231  0.178
H  4.735  2.555  0.511  0.166
H  6.296  2.654  -1.064  0.473
C  -0.358  1.299  -1.309  -0.234
O  -0.336  0.452  -0.254  -0.724
H  -1.335  1.767  -1.427  0.153
H  0.451  2.029  -1.320  0.157
H  -0.191  0.665  -2.180  0.174
H  -0.147  0.889  0.579  0.474
C  -2.145  3.207  -6.226  -0.247
O  -1.255  2.268  -6.678  -0.715
H  -2.447  4.017  -6.889  0.165
H  -3.058  2.643  -6.033  0.157
H  -1.873  3.652  -5.269  0.170
H  -1.154  2.343  -7.630  0.470
C  0.693  0.124  4.087  -0.243
O  0.272  1.367  3.688  -0.710
H  0.781  0.167  5.173  0.159
H  0.124  -0.764  3.811  0.155
H  1.648  -0.018  3.581  0.175
H  -0.252  1.663  4.436  0.465
C  0.839  -4.481  1.125  -0.250
O  1.638  -4.644  2.304  -0.724
H  0.380  -3.493  1.130  0.166
H  1.381  -4.652  0.196  0.187
H  0.049  -5.232  1.149  0.159
H  1.041  -4.618  3.055  0.462
C  -4.857  -2.857  1.706  -0.261
O  -5.464  -3.735  0.755  -0.727
H  -5.710  -2.204  1.888  0.194
H  -4.359  -3.469  2.458  0.171
H  -4.068  -2.264  1.241  0.163
H  -4.798  -3.891  0.081  0.460

HOMO (eV): -10.29
ΔE to the lowest compared entry with this formula, charge and spin (kJ/mol): 494.3
Net charge: 0
HOMO-LUMO gap (eV): 10.618
Lowest unoccupied orbital energy (eV): 0.332
SMILES string: CO.CO.CO.CO.CO.CO

Record 3
This record from the Open Molecules 2025 dataset describes 2 unconnected molecules or ions with the total composition C20H30F8O3Si. The level of theory is ωB97M-V/def2-TZVPD.

Each line ends with the natural charge from an NBO analysis.
Element x y z (Å)
C  1.339  -4.403  1.843  -0.661
C  0.923  -2.893  1.260  -0.078
O  1.842  -1.826  1.732  -0.578
C  3.008  -1.695  0.813  -0.075
C  3.299  -0.104  0.389  -0.904
Si  2.316  1.116  1.554  1.388
C  3.087  2.902  1.489  -0.889
C  4.091  3.126  0.185  -0.443
C  5.628  2.848  0.692  -0.071
O  6.481  2.140  -0.278  -0.746
C  0.456  1.333  0.961  -0.895
C  -0.476  2.072  2.136  -0.077
O  -1.679  2.695  1.562  -0.543
C  -2.838  1.753  1.585  -0.139
C  -4.123  2.520  0.844  0.637
F  -5.078  3.049  1.846  -0.333
F  -3.510  3.733  0.184  -0.333
C  -4.797  1.645  -0.367  0.602
F  -5.657  2.551  -1.164  -0.301
F  -3.656  1.229  -1.266  -0.334
C  -5.533  0.257  0.100  0.597
F  -4.602  -0.799  0.588  -0.315
F  -6.167  -0.316  -1.147  -0.332
C  -6.765  0.453  1.171  0.503
F  -7.603  1.658  0.919  -0.326
F  -6.269  0.417  2.580  -0.340
H  0.524  -5.178  1.447  0.218
H  2.440  -4.702  1.493  0.217
H  1.258  -4.437  3.033  0.223
H  -0.166  -2.670  1.690  0.192
H  0.792  -2.899  0.081  0.182
H  3.982  -2.124  1.344  0.193
H  2.870  -2.299  -0.194  0.185
H  2.972  0.110  -0.735  0.234
H  4.469  0.085  0.410  0.261
H  2.371  0.677  2.971  -0.176
H  2.262  3.758  1.403  0.241
H  3.712  3.167  2.466  0.237
H  3.769  2.488  -0.753  0.209
H  4.005  4.281  -0.101  0.215
H  6.145  3.904  0.876  0.173
H  5.581  2.313  1.737  0.183
H  6.151  2.237  -1.219  0.475
H  -0.025  0.300  0.623  0.235
H  0.501  2.087  0.049  0.243
H  -0.735  1.343  3.023  0.187
H  0.185  2.949  2.599  0.203
H  -3.158  1.515  2.709  0.222
H  -2.509  0.799  0.990  0.224
H  -7.479  -0.491  1.032  0.208
C  -1.428  -2.277  -4.627  -0.216
C  -0.906  -1.515  -3.581  -0.221
C  0.221  -1.958  -2.890  -0.170
C  0.825  -3.166  -3.241  -0.227
C  0.297  -3.932  -4.280  -0.219
C  -0.828  -3.487  -4.974  -0.212
H  -2.302  -1.928  -5.170  0.216
H  -1.378  -0.576  -3.306  0.216
H  0.629  -1.363  -2.077  0.198
H  1.704  -3.510  -2.704  0.208
H  0.764  -4.876  -4.551  0.214
H  -1.237  -4.083  -5.786  0.214

HOMO (eV): -9.54
Net charge: 0
HOMO-LUMO gap (eV): 9.505
Lowest unoccupied orbital energy (eV): -0.039
SMILES string: CCOCC[Si@@H](CCCO)CCOCC(F)(F)C(F)(F)C(F)(F)C(F)F.c1ccccc1

Record 4
This record from the Open Molecules 2025 dataset describes a gas-phase ion, C4H9N2 (charge +1). The level of theory is ωB97M-V/def2-TZVPD.

Each line ends with the natural charge from an NBO analysis.
Element x y z (Å)
C  -1.770  1.463  -0.274  0.243
C  0.177  0.637  -0.475  -0.164
C  -0.709  -0.356  0.305  -0.094
C  -0.778  -1.749  -0.102  -0.649
N  -1.981  0.417  0.302  -0.363
N  1.259  1.108  0.434  -0.714
H  -2.423  2.297  -0.477  0.241
H  0.652  0.449  -1.421  0.225
H  -0.485  -0.320  1.440  0.202
H  -1.768  -2.054  0.226  0.259
H  -0.143  -2.262  0.553  0.237
H  -0.705  -1.902  -1.161  0.236
H  1.626  1.905  -0.093  0.455
H  1.924  0.494  0.873  0.442
H  0.756  1.564  1.295  0.445

HOMO (eV): -13.42
ΔE to the lowest compared entry with this formula, charge and spin (kJ/mol): 501.0
Net charge: +1
HOMO-LUMO gap (eV): 9.070
Lowest unoccupied orbital energy (eV): -4.348

Here are the calculated F_max numbers, same order: 1.562, 2.839, 4.857, 4.563 (eV Å⁻¹).
Here are the calculated calculated total energy numbers, same order: -9935.131, -18891.889, -56977.006, -7262.949 (eV).